# C27H27BrIMgN5O2

C27H27BrIMgN5O2 as an isolated structure (ωB97M-V/def2-TZVPD, the OMol25 dataset).

Computed properties:
HOMO in eV: -7.2
Electronic energy in a.u.: -4541.29111
Lowest unoccupied orbital energy in eV: 0.252
Relative energy (zero: lowest compared OMol25 entry of this formula, charge and spin) in kcal per mole: 0.0

Last column: Mulliken charge in e.
Atoms and positions in Å:
1 Mg -0.259 0.561 -0.501  4.0060
2 C -1.386 2.357 -2.911  -0.9179
3 C 0.124 2.265 -3.074  -0.9942
4 N 0.618 0.989 -2.571  -0.4299
5 C 0.439 -0.174 -3.431  -1.7649
6 C -0.831 -0.940 -3.125  0.8391
7 C -1.459 -1.754 -4.056  -1.0457
8 C -2.603 -2.435 -3.672  -0.4797
9 C -3.098 -2.274 -2.387  -1.0811
10 C -2.415 -1.438 -1.517  1.0535
11 C -2.857 -1.187 -0.093  -1.9789
12 N -2.473 0.142 0.364  -0.1560
13 C -3.419 1.207 0.051  -1.0690
14 C -3.169 1.775 -1.342  -0.8476
15 N -1.764 2.136 -1.516  -0.2006
16 N -1.305 -0.808 -1.890  0.2829
17 H -1.747 3.315 -3.304  0.4927
18 H -1.864 1.574 -3.506  0.3744
19 H 0.388 2.431 -4.126  0.4653
20 H 0.604 3.048 -2.482  0.4173
21 H 1.589 1.065 -2.292  -0.1452
22 H 0.458 0.091 -4.495  0.4364
23 H 1.274 -0.853 -3.244  0.3665
24 H -1.063 -1.842 -5.059  0.5101
25 H -3.118 -3.075 -4.377  0.4236
26 H -4.002 -2.775 -2.067  0.5170
27 H -3.938 -1.358 -0.011  0.4412
28 H -2.348 -1.914 0.542  0.4082
29 H -2.238 0.123 1.348  0.3227
30 H -4.460 0.866 0.116  0.4549
31 H -3.295 1.996 0.791  0.4203
32 H -3.402 1.017 -2.094  0.3493
33 H -3.852 2.616 -1.521  0.5387
34 H -1.525 2.949 -0.956  0.3171
35 I 3.412 1.921 -0.530  0.0633
36 C 2.818 1.224 1.361  -0.1210
37 C 3.795 0.622 2.103  -0.4946
38 C 3.559 0.324 3.460  -0.6635
39 C 2.399 0.739 4.043  -0.8999
40 C 1.391 1.381 3.284  1.0104
41 C 0.229 1.888 3.924  -1.0234
42 C -0.737 2.497 3.187  -1.1696
43 C -0.641 2.484 1.771  -0.8565
44 C 0.422 1.973 1.056  0.2039
45 C 1.529 1.546 1.877  0.3578
46 H 4.758 0.398 1.663  0.3920
47 H 4.323 -0.181 4.036  0.4716
48 H 2.231 0.590 5.104  0.3789
49 H 0.147 1.800 5.001  0.3678
50 H -1.603 2.934 3.672  0.3801
51 H -1.509 2.868 1.237  0.5115
52 Br 2.393 -4.488 4.658  -0.1865
53 C 2.722 -3.608 3.015  -0.0497
54 C 3.980 -3.691 2.437  -0.2326
55 N 4.284 -3.087 1.292  -0.6647
56 C 3.328 -2.382 0.693  -0.2104
57 C 2.040 -2.254 1.197  0.1317
58 C 1.729 -2.877 2.395  -0.2402
59 C 1.029 -1.387 0.507  0.1267
60 O 1.378 -0.816 -0.566  -0.6800
61 O -0.097 -1.212 1.023  -0.7813
62 H 4.765 -4.262 2.919  0.3894
63 H 3.587 -1.876 -0.229  0.6146
64 H 0.741 -2.765 2.820  0.5478

Force components x, y, z for each atom (eV/Å):
-0.108 -0.135 -0.098
-0.005 -0.012 0.004
-0.003 0.014 0.015
-0.006 -0.013 0.001
0.011 -0.007 0.007
-0.011 0.020 0.012
0.002 -0.002 -0.007
-0.001 -0.003 -0.006
0.000 0.006 0.001
-0.013 -0.006 0.014
0.009 -0.002 -0.007
0.004 -0.026 0.009
0.008 0.012 0.018
0.003 -0.002 -0.018
0.001 -0.023 -0.026
-0.018 0.092 -0.018
0.007 0.005 -0.003
0.001 0.002 -0.003
-0.009 0.001 -0.004
0.004 -0.004 0.002
0.008 0.012 0.002
-0.003 0.002 -0.002
0.000 -0.001 -0.004
-0.001 -0.001 0.000
0.000 0.001 -0.001
0.001 -0.001 0.000
-0.002 0.003 0.002
0.006 0.000 -0.001
0.000 0.006 0.001
-0.001 -0.001 -0.015
-0.005 -0.005 0.007
0.000 0.000 0.002
0.001 0.000 0.003
0.005 0.000 0.000
-0.011 -0.019 -0.011
0.006 0.034 -0.016
0.008 0.039 0.031
0.008 0.005 -0.008
-0.007 0.006 -0.001
0.009 -0.017 0.002
-0.008 -0.003 0.008
0.003 0.003 -0.013
-0.026 0.009 -0.030
0.125 0.009 0.126
-0.016 -0.035 0.013
-0.001 -0.002 0.001
0.004 0.000 0.002
0.001 -0.002 0.002
0.003 0.000 0.000
-0.003 0.001 -0.003
-0.008 0.002 0.002
-0.007 0.011 -0.003
0.025 -0.007 0.002
-0.011 0.004 0.012
-0.016 0.013 -0.014
0.001 -0.050 -0.004
-0.045 0.015 0.074
-0.019 0.028 -0.005
0.239 0.012 -0.178
-0.075 -0.026 0.095
-0.075 0.039 0.036
0.004 0.002 -0.003
0.003 0.001 -0.004
0.004 -0.002 -0.001

---

# C5H8NaO4Rb

C5H8NaO4Rb as an isolated structure (ωB97M-V/def2-TZVPD, the OMol25 dataset).

Computed properties:
HOMO in eV: -5.2
Electronic energy in a.u.: -682.51957
Lowest unoccupied orbital energy in eV: -1.226

Last column: Mulliken charge in e.
Atoms and positions in Å:
1 C -2.515 -0.647 3.246  -0.8879
2 C -1.192 -0.461 2.503  0.0006
3 O -0.414 0.545 3.004  -0.8222
4 Rb 2.285 2.839 2.845  0.9000
5 H -2.500 -1.583 3.828  0.2070
6 H -2.685 0.182 3.951  0.2498
7 H -3.365 -0.690 2.546  0.2649
8 H -0.662 -1.447 2.531  0.1222
9 H -1.413 -0.327 1.389  -0.0583
10 O -0.466 0.101 -3.424  -0.6220
11 C 2.456 1.633 -1.791  -0.3498
12 C 0.027 -0.451 -2.455  0.2522
13 O 2.751 2.648 -2.407  -0.5096
14 O 2.166 0.574 -2.730  -0.1137
15 C 1.508 -0.563 -2.244  -0.5165
16 Na 1.052 0.944 -5.062  0.8917
17 H -0.592 -1.103 -1.804  0.3648
18 H 1.857 -1.471 -2.764  0.2724
19 H 1.701 -0.724 -1.161  0.3544

Force components x, y, z for each atom (eV/Å):
-0.615 -0.248 0.237
0.943 0.376 -0.619
0.476 0.427 -0.024
-0.813 -0.784 -0.272
-0.147 0.269 -0.081
0.154 -0.169 -0.317
0.083 -0.048 0.252
-0.074 0.037 -0.029
-0.048 0.006 0.560
0.174 0.191 0.294
0.464 1.999 0.579
-0.188 -1.267 -0.841
-0.318 -1.066 0.436
-0.339 -1.408 -2.040
0.362 0.670 1.221
0.183 0.142 1.071
-0.094 0.512 0.044
-0.167 0.127 0.013
-0.039 0.233 -0.483

---

| no. | orbital gap (eV) |
| --- | --- |
| 1 | 7.45 |
| 2 | 3.96 |